Computed, not measured: a cluster of 11 separate species, H22O11 in total, with ωB97M-V with the def2-TZVPD basis set.

* molecular weight: 198.17 g/mol
* charge: 0
* LUMO energy: -0.1 eV
* 2S+1: 1
* ΔE to the lowest compared entry with this formula, charge and spin: 165.6 kJ/mol
* SMILES: O.O.O.O.O.O.O.O.O.O.O

Positions of all 33 atoms, in Å:
H -1.1047 2.1077 2.6534
H 0.6303 3.0339 0.0074
O -0.8589 -2.9440 -0.1312
H -0.0744 3.2845 -2.0093
H 3.8197 1.8449 -1.6591
O -1.1164 1.2210 2.2930
O -2.6385 -1.1388 1.7413
H 1.4278 3.1050 -1.9548
H 0.8879 -2.9580 -1.0680
H -0.5553 -0.6518 0.0331
O 3.2690 1.0622 -1.6432
H -2.1254 -1.7914 2.2179
H 1.9199 -3.8750 -1.6892
H -0.5589 -1.6470 -1.8749
H 0.9240 3.6200 1.3720
O 0.1844 -0.0683 0.2021
H -0.8846 -3.8587 0.1495
H -2.3819 -0.3021 2.1289
H 1.3960 -1.3390 2.5749
H -1.6066 -2.5374 0.3069
H -2.6033 1.7565 0.9667
O 0.2807 3.0945 0.8964
O 2.2738 -1.7100 2.4854
O -0.7395 -1.3533 -2.7678
H 2.3847 1.3874 -1.8117
O 0.6058 2.6149 -1.9376
O 1.8284 -3.0436 -1.2238
H -0.0647 0.7600 -0.2076
O -2.9008 1.8023 0.0580
H -0.3496 1.1841 1.7213
H 2.5833 -1.3924 1.6371
H -3.0671 0.8919 -0.1862
H -0.7851 -2.1599 -3.2811

Forces on the atoms, in the same order (eV/Å):
0.02 0.20 0.11
-0.02 -0.24 -0.53
0.07 -0.01 -0.13
-0.46 0.15 -0.18
0.30 0.12 -0.01
-0.77 -0.20 0.83
-0.29 -0.66 -0.59
0.27 0.32 -0.28
-0.22 0.15 0.24
-0.20 -0.13 0.10
0.15 0.02 0.11
0.08 -0.08 0.38
0.14 -0.18 -0.14
0.12 -0.15 0.15
0.19 0.13 0.23
0.42 -0.05 0.22
0.12 -0.30 0.05
0.43 0.61 0.18
-0.20 0.15 -0.08
-0.50 0.36 0.12
0.34 -0.08 0.32
-0.04 0.20 0.36
0.13 -0.17 0.37
-0.17 0.38 -0.18
-0.39 -0.35 -0.09
0.17 -0.21 0.38
0.31 -0.01 -0.05
-0.08 0.30 -0.46
-0.15 0.30 -0.48
0.34 -0.17 -0.38
0.01 0.04 -0.37
-0.12 -0.26 -0.07
-0.01 -0.17 -0.12